# 1
19
Properties=species:S:1:pos:R:3:forces:R:3:mulliken_charge:R:1 method="wB97M-V/def2-TZVPD" mol_weight_g_mol=120.217 de_lowest_kj_mol=151.2 spin_multiplicity=1 homo_ev=-8.619 fmax_ev_per_a=2.665 homo_lumo_gap_ev=9.465 lumo_energy_ha=0.03112
S -1.29261 -1.95292 0.23431 -0.5 0.5 -0.7 -0.231
O 1.00959 2.73421 -0.22910 0.5 -0.4 -1.0 -0.505
C -1.86857 -0.89300 -1.19883 1.2 0.5 0.4 -0.402
C 1.63444 1.47068 -0.22459 -0.1 0.0 2.7 -0.216
C 1.65137 0.77431 0.95282 0.5 0.1 -1.8 -0.042
C 2.59664 -0.46074 1.14087 -0.3 1.4 0.5 -1.051
C -2.10298 0.54584 -0.68872 1.0 -0.3 0.9 -0.861
H -1.76351 -3.12048 -0.21683 0.0 0.0 0.0 0.101
H 1.01938 1.15812 1.80232 1.0 -0.5 -0.8 0.301
H 2.04942 -1.29665 1.53744 -0.3 -0.5 0.0 0.280
H -3.07927 0.61593 -0.19534 0.2 0.0 -0.1 0.315
H 3.30326 -0.16483 1.95370 -0.3 -0.3 -0.6 0.293
H -2.76661 -1.25620 -1.63356 -0.8 -0.6 -0.1 0.379
H -2.03029 1.30744 -1.46419 -0.1 -0.2 -0.2 0.288
H 3.19567 -0.78662 0.26016 -0.7 0.5 0.4 0.323
H 2.12176 1.08964 -1.12427 -0.1 0.4 0.1 0.321
H -1.09933 -0.96355 -1.98753 -0.2 0.3 0.5 0.286
H 1.50021 3.36019 -0.80573 -0.5 -0.8 0.5 0.312
H -1.31114 0.80752 0.06844 -0.8 -0.2 -0.7 0.110



# 2
31
Properties=species:S:1:pos:R:3:forces:R:3:mulliken_charge:R:1 method="wB97M-V/def2-TZVPD" mol_weight_g_mol=385.230 de_lowest_kj_mol=0.0 spin_multiplicity=6 homo_ev="-7.802 / -8.283" fmax_ev_per_a=0.562 homo_lumo_gap_ev="7.159 / 6.446" lumo_energy_ha="-0.02362 / -0.06751"
Rh 0.68446 -2.16195 0.03379 0.3 -0.5 -0.1 0.708
S -0.93268 -2.68444 2.61705 0.1 0.0 -0.1 -0.108
O 2.18237 -0.65574 -0.05124 -0.2 0.0 -0.1 -0.929
O -0.87557 -3.16279 -0.66370 0.2 0.2 0.0 -0.783
N 0.37917 0.78092 0.15246 -0.2 -0.3 -0.2 -0.677
N -0.31563 -0.30791 -0.08645 0.0 0.3 0.4 -0.110
C -4.42842 -2.99299 -1.28646 0.0 0.0 0.0 -0.435
C -2.11794 -2.66942 -0.62561 -0.1 0.1 0.0 0.809
C 2.62049 1.67236 0.11296 0.1 0.0 0.0 0.401
C -3.11564 -3.42107 -1.25840 0.0 0.1 0.0 -0.595
C -1.49524 -0.57656 0.72846 -0.1 0.0 -0.1 0.489
C -2.48594 -1.44788 -0.01177 0.0 0.0 0.0 0.478
C -4.78828 -1.79290 -0.68868 0.0 0.0 0.0 -0.679
C 2.13211 2.97746 0.17343 0.0 0.0 0.0 -0.252
C -0.81536 -1.31131 1.86446 -0.2 0.2 0.2 -0.340
C 4.38473 3.81263 0.23282 0.0 0.0 0.0 -0.357
C 3.01540 4.04182 0.23236 0.0 0.0 0.0 -0.599
C 4.87406 2.51519 0.17290 0.0 0.0 0.0 -0.570
C -3.81389 -1.03687 -0.06089 0.0 0.0 0.0 -0.763
C 3.99567 1.44657 0.11239 0.0 0.0 0.0 -0.440
C 1.69922 0.52101 0.04455 0.1 0.1 0.1 0.776
H 5.94156 2.33828 0.17292 0.0 0.0 0.0 0.389
H -2.81868 -4.34984 -1.72651 0.0 0.0 0.0 0.434
H 5.07198 4.64756 0.27944 0.0 0.0 0.0 0.379
H -1.96344 0.34003 1.09987 0.0 0.0 0.0 0.516
H -4.08416 -0.09860 0.40974 0.0 0.0 0.0 0.324
H 2.63565 5.05407 0.27783 0.0 0.0 0.0 0.382
H -5.17605 -3.59905 -1.78185 0.0 0.0 0.0 0.367
H 1.06426 3.14105 0.17450 0.0 0.0 0.0 0.432
H 4.35909 0.42986 0.06294 0.0 0.0 0.0 0.366
H -5.81329 -1.44948 -0.71331 0.0 0.0 0.0 0.387



# 3
160
Properties=species:S:1:pos:R:3:forces:R:3:mulliken_charge:R:1 method="wB97M-V/def2-TZVPD" mol_weight_g_mol=2694.878 spin_multiplicity=1 total_charge=+1 homo_ev=-9.351 fmax_ev_per_a=6.242 homo_lumo_gap_ev=5.953 lumo_energy_ha=-0.12488
Br 10.72936 3.38748 7.20974 0.0 -0.1 -0.1 -0.130
Br -5.14273 -3.69952 7.86740 0.0 0.0 -0.1 -0.131
Br -2.62749 7.03451 -5.24585 0.0 0.1 0.1 -0.186
Br 4.14829 -1.04904 11.19392 -0.1 0.0 -0.1 -0.128
Br -4.73378 -5.58435 4.72224 -1.7 -0.4 0.9 -0.140
Br 4.04023 10.60271 -2.58880 -0.1 -0.1 0.0 -0.123
Br -1.10388 -9.57542 2.43438 0.0 0.1 -0.1 -0.133
Br 3.16426 7.05902 -2.05231 0.2 0.0 0.1 -0.157
Br -1.86906 7.16988 3.85587 -0.1 0.0 -0.1 -0.148
Br -0.47542 5.65132 -2.60431 0.0 -0.2 -0.1 -0.015
Br -1.47547 5.29379 0.70446 0.0 0.1 0.1 -0.017
Br -6.90869 2.66645 -5.48490 0.0 -0.1 0.1 -0.110
Br -1.31042 -2.12338 4.44880 2.3 0.5 5.8 0.037
Br 6.07152 3.86271 2.62185 -0.2 -0.1 -0.1 -0.095
Br 4.56763 -2.92408 8.04383 0.0 0.0 0.1 -0.149
Br 1.84829 -6.10020 -9.23812 0.0 -0.1 0.1 -0.132
Br 2.39778 3.52906 2.64489 0.0 0.1 0.1 -0.111
Br -6.72726 1.92863 -1.87697 -0.1 0.1 0.2 -0.074
Br -0.91846 -7.23662 -7.08119 -0.1 -0.1 -0.1 -0.154
Br 1.64607 -8.45467 0.24501 0.0 -0.1 0.0 -0.125
Br 0.79590 -3.73276 2.08870 0.3 0.0 -0.1 -0.109
Br -0.21762 -3.10853 7.83641 0.0 -0.1 -0.1 -0.160
Br 7.72344 2.11693 5.48850 0.0 0.1 0.0 -0.125
Br -2.01758 -5.03698 4.12779 1.6 -0.8 -1.2 -0.168
F -5.10850 -1.27729 -4.04145 3.7 0.3 1.9 -0.224
F -3.05727 -2.27753 -4.08268 -2.1 2.9 2.5 -0.175
F -4.12390 -1.73690 -2.02468 0.9 0.9 -3.9 -0.195
O -1.38559 0.54200 -5.79643 3.9 -1.3 4.1 -0.545
N -1.20339 -1.13437 -2.15494 -2.3 1.8 -0.3 0.188
N -3.17714 0.04266 -3.30660 1.4 -2.4 0.9 1.188
N -3.13554 3.30517 -4.91999 -1.0 -2.4 3.6 -0.585
N -1.04154 1.12845 -2.60574 -1.7 0.4 -0.9 0.815
N -2.07552 -1.46486 2.30491 -1.0 1.8 -3.7 -0.547
C -1.31916 -5.65055 2.40929 0.1 -0.1 0.3 -0.360
C 3.05588 -2.47524 10.43745 0.0 0.1 0.3 -0.425
C -5.39580 -6.18099 6.45757 -0.5 -0.2 -0.4 -0.608
C 0.61164 -7.58782 -9.47828 0.1 0.1 -0.2 -0.539
C 1.94096 2.08481 -1.18498 0.4 0.5 0.7 -0.679
C -6.24511 -5.12002 7.11412 0.0 0.0 0.3 -0.547
C -2.12772 4.69230 2.44130 -0.1 -0.2 -0.2 -0.535
C 3.51116 5.01272 2.04414 -0.2 0.1 -0.2 -0.427
C 0.04497 -1.32669 5.60745 -0.1 -0.3 0.1 -0.718
C 0.18957 -5.56748 2.35738 -0.1 -0.2 -0.3 -0.158
C 4.75240 4.51665 1.34399 0.3 0.2 0.1 -0.019
C 4.39788 1.26821 -0.87682 -0.5 0.1 -1.5 -1.138
C 2.40202 9.81738 -1.88375 0.2 0.3 0.1 -0.516
C 2.70031 8.63275 -0.99758 -0.3 -0.2 0.1 -0.572
C -7.92472 3.12430 -2.84579 -0.2 0.0 0.1 -0.571
C 0.00275 6.70367 -4.17245 0.2 0.1 0.1 -0.461
C -3.86124 -1.30825 -3.36187 -1.5 -2.2 -0.1 0.532
C -0.00696 1.00468 -3.68066 1.4 1.2 -1.4 0.473
C -0.41604 -2.50214 -5.87067 3.2 -0.6 0.5 -0.297
C 0.82108 -2.38521 6.35378 0.2 0.2 0.3 -0.473
C -0.98417 -9.56545 0.48820 -0.2 -0.3 0.2 -0.595
C 3.91170 -3.52886 9.77784 -0.2 -0.2 -0.2 -0.571
C -1.73374 -0.04134 1.91679 -0.8 -1.5 -1.0 0.064
C 0.40212 -9.93908 0.02302 0.1 0.1 -0.2 -0.567
C -3.92749 1.16778 -3.89239 -2.5 1.6 -1.7 -0.027
C -2.97403 5.75121 3.10442 0.0 0.1 0.3 -0.674
C -2.56062 0.22540 0.52331 -0.9 1.4 0.8 -0.851
C -0.78009 -7.21950 -9.02629 -0.2 -0.2 0.0 -0.594
C -3.43511 2.66074 -3.78087 2.2 2.1 -2.6 0.163
C -8.33974 2.52755 -4.16801 0.0 0.2 -0.3 -0.625
C -1.01927 7.78017 -4.43778 -0.1 0.0 -0.3 -0.652
C -0.23794 -0.53734 -1.13308 1.2 -0.9 -0.7 -0.274
C 1.86292 -1.35759 -5.01413 -2.2 -2.9 -1.1 -0.223
C -1.96522 -0.00844 -2.75493 3.6 -0.5 1.3 -2.491
C -1.96017 1.44891 -0.34214 0.0 -0.3 1.0 0.432
C 2.64792 -2.71225 -5.28322 -3.2 0.8 -0.4 -0.513
C -0.45949 0.17773 -4.98133 -2.2 -0.8 -3.3 0.591
C 8.85803 3.64272 5.05512 -0.1 -0.2 -0.2 -0.513
C 10.31328 3.33167 5.30646 0.2 0.2 0.1 -0.599
C 0.36808 -3.85987 -6.11873 2.2 2.4 1.3 -0.027
C 0.29349 -1.21982 -5.29081 2.4 -3.0 -0.3 0.029
C -0.59250 1.05220 -1.17736 -1.0 -0.3 1.1 1.336
C 2.82726 0.77590 -0.81798 1.2 0.6 0.0 1.150
C 2.59049 0.17148 0.66071 0.8 -0.8 -0.4 -0.955
C 0.45015 2.12197 -0.58301 0.3 0.1 -0.9 -0.331
C 1.91912 -4.00254 -5.82190 -2.1 4.3 0.8 -0.376
H -0.63940 8.49897 -5.16753 0.0 -0.1 0.1 0.455
H 1.11301 -3.22936 5.72745 -0.1 0.2 0.0 0.300
H 1.02940 -8.43974 -8.94042 -0.2 0.2 0.0 0.371
H -1.09604 -6.23062 -9.35942 0.1 -0.1 0.0 0.377
H 0.47135 1.95879 0.57103 0.1 0.1 -2.1 0.263
H 0.62375 -7.79814 -10.54973 -0.1 0.0 0.1 0.329
H -4.52525 -6.46600 7.04900 -0.1 0.2 -0.1 0.370
H 2.34642 -2.00549 9.75501 0.1 -0.2 0.1 0.190
H -2.72408 3.80186 2.22717 0.0 0.1 0.1 0.238
H 4.40224 2.26092 -1.48933 0.2 -1.6 1.2 0.317
H -2.72884 -1.48632 3.09288 0.5 0.2 -1.2 0.269
H -2.74630 1.96856 -1.02865 1.4 -1.2 1.0 -0.068
H 10.61373 2.34809 4.94327 -0.2 0.2 0.0 0.378
H 3.72442 5.62575 2.92075 0.0 -0.2 -0.1 0.481
H -0.59936 0.02258 1.73146 -1.7 0.1 0.4 -0.343
H -2.06882 0.65542 2.76622 0.7 -0.6 -1.4 0.393
H 2.50889 -4.97887 -5.97699 -1.2 1.8 0.2 0.411
H 0.97329 7.14519 -3.93586 -0.1 -0.1 0.0 0.130
H -8.79075 3.25030 -2.19266 0.1 -0.1 -0.1 0.357
H -8.61042 1.47349 -4.10141 0.1 0.2 0.1 0.358
H 4.84937 1.44677 0.16190 -0.6 -0.4 -1.6 0.217
H -6.95074 -4.64714 6.43011 0.2 -0.1 0.0 0.350
H 0.70254 -0.77227 4.93332 0.0 -0.1 0.1 0.323
H -0.03832 3.17748 -0.71610 1.0 -2.0 0.0 -0.752
H -0.47020 -0.62433 6.26364 0.1 -0.2 0.0 0.466
H 0.11953 6.00395 -5.00107 -0.1 0.2 0.1 0.426
H -3.51603 5.33190 3.95466 0.1 0.0 -0.1 0.412
H -3.26037 3.25783 -2.81126 -0.6 -1.6 -1.1 0.287
H -1.50473 -7.96192 -9.36838 0.1 0.1 0.0 0.350
H 5.24910 5.33479 0.81713 -0.2 -0.1 0.1 0.396
H -1.64665 -6.68986 2.32880 0.2 0.1 0.0 0.059
H -3.68332 6.22559 2.42500 0.2 -0.1 0.0 0.372
H 1.92781 10.61593 -1.30937 0.0 -0.2 0.0 0.394
H 0.77397 -0.88632 -1.57912 -1.2 1.4 0.9 0.388
H -0.77398 -1.79231 -2.82628 -0.8 0.3 0.4 0.327
H -1.33234 8.31335 -3.53957 0.1 -0.2 -0.1 0.341
H 1.49054 0.06373 0.97250 1.7 0.3 -0.4 -0.010
H 2.00065 2.28260 -2.33256 -0.3 -0.4 2.0 0.248
H -5.00715 1.14206 -3.44262 2.1 -0.1 -0.6 -0.142
H 8.48949 4.48864 5.63591 0.1 -0.1 0.0 0.390
H 4.78446 -3.80976 10.36779 -0.2 0.1 -0.1 0.411
H 0.67370 -5.93244 3.26400 -0.2 0.1 -0.1 0.391
H -1.71397 -10.30721 0.15574 0.2 0.1 0.0 0.380
H -2.75021 -0.74136 -0.07064 0.7 1.4 1.1 0.076
H -1.23015 -2.01367 2.46926 -1.1 0.6 -0.8 -0.018
H 2.39003 -0.42101 -4.61209 -0.6 -1.8 -0.7 0.329
H 1.81160 8.34249 -0.43180 0.1 0.1 -0.1 0.300
H 8.68370 3.83292 3.99349 0.1 0.0 0.1 0.196
H 1.71314 -1.95456 6.81472 -0.1 -0.1 -0.1 0.323
H 1.77349 9.56901 -2.74007 0.1 0.0 0.2 0.216
H 5.02103 0.52721 -1.52567 -0.9 1.2 1.5 0.310
H -6.79156 -5.53669 7.96292 0.1 0.0 -0.1 0.334
H 10.95186 4.09281 4.85319 -0.1 -0.1 0.0 0.351
H 2.50496 2.99218 -0.71326 -1.1 -1.5 -0.7 0.283
H -0.15559 -4.81672 -6.51363 0.8 2.1 0.8 -0.166
H -3.61510 0.57650 0.88275 1.7 -0.7 -0.7 0.583
H 2.51292 -2.89800 11.28533 0.1 0.0 -0.1 0.353
H 3.22486 0.77959 1.42509 -1.5 -0.9 -1.3 0.260
H 2.74785 -0.01942 -1.66766 -0.2 1.2 1.7 0.018
H 0.21693 2.09054 -4.04421 -0.5 -1.9 0.5 0.346
H 4.55871 3.70442 0.64287 -0.1 0.1 0.1 -0.264
H 3.05094 -0.90040 0.67729 -0.8 1.8 0.0 0.282
H -1.52966 -2.50859 -6.13762 1.9 0.2 0.5 0.359
H -1.30071 -8.57668 0.15471 0.1 -0.1 0.0 0.356
H 3.78268 -2.67182 -5.05656 -2.2 -0.3 -0.5 0.308
H -4.08995 0.93491 -5.02403 0.6 0.5 2.0 0.372
H -5.99135 -7.07154 6.24310 0.0 0.1 0.1 0.339
H 0.82328 -10.79036 0.55922 -0.1 0.2 0.0 0.378
H -0.24678 -1.08373 -0.12507 -0.7 0.9 -1.5 -0.168
H 2.88218 5.57932 1.35368 0.1 -0.1 0.0 0.083
H -2.79920 4.26142 -4.70958 -0.4 -0.5 0.1 0.184
H 3.52473 8.80648 -0.30559 -0.1 0.1 -0.2 0.451
H 3.32182 -4.42254 9.56142 0.0 0.2 0.1 0.322
H -1.25396 4.40582 3.02770 -0.1 0.1 0.0 0.379
H 1.01106 0.58916 -3.32497 -1.9 0.4 -0.3 -0.542
H 0.57372 -6.12002 1.49720 -0.1 0.1 0.1 -0.063
H -1.81182 -5.05768 1.63757 0.2 0.0 0.1 0.437
H -9.17485 3.08636 -4.59645 0.1 0.0 0.1 0.372
H 0.40260 -10.15298 -1.04783 -0.1 0.0 0.1 0.344
H -7.40855 4.07993 -2.94566 -0.1 -0.2 -0.1 0.383
H -1.67268 2.27132 0.43325 -0.5 -1.4 -1.5 -0.412